(1)
A structure of composition C27H45BN9O5SY, computed with ωB97M-V/def2-TZVPD.

XYZ file:
```
89
C27H45BN9O5SY, DFT ωB97M-V/def2-TZVPD
Y 0.23458 -0.31796 0.24504
S 2.68402 1.23452 2.44607
O 2.80009 0.83794 3.84415
O 0.16725 -2.20066 0.46986
O 3.82031 0.73093 1.63805
O 2.55625 2.69580 2.28535
O 1.41042 0.59821 1.86531
N -1.30273 0.10910 -1.88921
N -2.55111 -1.12070 0.84977
N -1.77236 1.68214 0.99467
N -3.60413 -0.65051 0.15273
N 0.02926 2.70389 -1.15376
N 2.70683 1.23924 -0.99960
N -2.94888 1.75722 0.32540
N 2.42962 -1.76265 -0.91381
N -2.59557 0.49574 -1.88233
C 1.18748 0.75592 -4.23012
C -0.53697 3.00916 2.67202
C -0.59128 2.13353 3.92239
C -0.94022 -0.00449 -3.16071
C -1.60655 -2.25069 3.50411
C 0.92445 3.81312 -0.86691
C -2.93363 -2.26831 1.39936
C -3.61910 2.86612 0.67868
C 3.31690 -1.89647 0.07549
C -2.02382 0.29061 -4.00653
C 3.90616 -3.10990 0.40077
C 3.19192 2.61991 -0.97118
C 3.58485 -4.25158 -0.31454
C -2.59854 -4.40338 2.65994
C 4.17740 -5.58740 0.03657
C -2.00109 -3.05689 2.26741
C -4.64683 -1.49391 0.23261
C -0.39946 4.48086 3.04099
C 0.41733 -1.62017 -4.48207
C 2.25339 3.64947 -1.59405
C -1.71279 2.76063 1.77979
C -3.05032 0.60086 -3.14019
C 2.66546 -4.10842 -1.34527
C 0.45165 -0.40264 -3.55699
C -4.26583 -2.55756 1.02541
C -2.87140 3.54812 1.61133
C 2.10883 -2.86662 -1.58684
B -3.48303 0.66119 -0.60897
H 4.17559 2.72094 -1.45859
H 2.06042 3.41174 -2.64981
H 2.20235 0.46290 -4.51211
H 0.35879 2.73001 2.12196
H 0.54087 4.62362 3.57566
H -0.04712 -1.35548 -5.43579
H 2.77750 4.61202 -1.58979
H 3.32439 2.86707 0.08548
H -0.92314 -2.82512 4.13546
H 3.54954 -1.01715 0.67054
H -2.48601 -1.97635 4.09835
H 0.34987 2.20231 4.47110
H -0.82744 2.76063 -0.60346
H -3.11100 4.47733 2.10094
H -2.85156 -5.00076 1.78020
H -0.72256 1.08609 3.65655
H -0.22963 2.66058 -2.12918
H 3.88398 -5.87984 1.04674
H 0.49296 4.79584 -1.11853
H 1.34169 -2.76065 -2.34563
H -1.09041 -1.33842 3.21137
H -1.22069 4.81446 3.68692
H 1.25285 1.61049 -3.55970
H 0.99443 -0.66213 -2.64552
H -1.88097 -4.97168 3.25674
H 1.42858 -1.98098 -4.68392
H -3.50923 -4.28315 3.25954
H 3.83966 -6.36263 -0.65238
H 5.26878 -5.55356 0.00861
H -5.57355 -1.27436 -0.27325
H 2.34663 -4.96429 -1.92909
H 2.95349 0.75709 -1.85606
H -2.05048 0.27634 -5.08356
H -4.07197 0.88786 -3.32426
H 1.11936 3.81433 0.21086
H -0.38431 5.11618 2.15133
H -1.41988 2.44035 4.57347
H 3.18250 0.76551 -0.22735
H -0.16162 -2.43681 -4.04389
H 0.65553 1.06595 -5.13474
H 4.59501 -3.14878 1.23660
H -4.58048 3.08074 0.24126
H -4.85975 -3.41341 1.29992
H -1.08709 -3.17953 1.66275
H -4.57468 1.00139 -1.00593
```

Properties
E_LUMO = 4.3 eV
maximum force = 0.0132 hartree/bohr
2S+1 = 1
HOMO-LUMO gap = 6.014 eV
total charge = -2
DFT total energy = -2386.5196 Ha
ΔE to the lowest compared entry with this formula, charge and spin = 0.0 kcal per mole

=====

(2)
A structure of composition C45H55FN5O3P2PbSi, computed with ωB97M-V/def2-TZVPD.

XYZ file:
```
113
C45H55FN5O3P2PbSi, DFT ωB97M-V/def2-TZVPD
Pb 0.81702 -0.70836 -1.27110
P -0.81781 -2.11082 3.07315
P -0.56416 0.69152 3.92360
Si -0.40719 1.53533 -2.44878
F -3.39199 -6.06478 -2.10559
O 0.06012 1.17085 2.68735
O -1.24567 -0.76275 3.86814
O 0.60247 -2.20705 2.73193
N 2.53882 1.35294 0.73693
N 0.40485 0.54142 5.27861
N -1.84635 1.63148 4.39229
N -1.97502 -2.17913 1.88695
N -1.25587 -3.26588 4.18614
C -3.48011 2.93120 0.04115
C -3.22802 0.07277 -5.97430
C -1.96383 -2.82737 -2.89908
C -2.64228 -3.38375 4.59933
C -0.47800 -4.48848 4.29556
C 3.49261 -0.17305 2.34175
C 3.37429 0.27924 1.02602
C 2.89664 4.04257 -2.83528
C -1.84739 0.05943 -6.11009
C 4.16992 -0.31080 0.02715
C -2.57806 2.13612 -0.64901
C 1.16380 1.76049 5.54595
C -1.57302 1.05280 -3.89614
C -0.20289 -4.42261 -2.65474
C 4.13381 0.68976 -4.12850
C 5.28910 0.85228 -3.37421
C 1.86977 3.24351 -2.35979
C -2.48040 1.36125 5.67235
C 4.08886 0.09254 -1.41013
C 5.20312 -1.73400 1.70899
C 1.18580 -0.66927 5.51401
C -2.96872 1.06525 -3.79511
C -1.37147 4.06710 -1.34461
C 0.88618 3.17369 -4.52705
C 2.90176 -0.03633 -2.14334
C -1.51849 2.67850 -1.38472
C 5.26322 0.54267 -2.02450
C -1.82330 -3.37542 1.04763
C 4.39538 -1.16344 2.68302
C 1.90782 3.98105 -5.01527
C -1.88586 3.02818 3.98656
C -2.47183 -5.09251 -2.37103
C -2.90542 -3.80939 -2.63532
C -0.58703 -3.10401 -2.92839
C 2.92737 4.40365 -4.17634
C 0.85082 2.76720 -3.19298
C -2.25594 4.87309 -0.63738
C -2.37855 -1.01105 1.10072
C 0.37951 -2.03549 -3.21294
C -3.78486 0.58254 -4.81073
C 5.07492 -1.30253 0.39705
C 2.97218 0.25155 -3.51023
C -3.32398 4.31083 0.04558
C -1.04197 0.53682 -5.08603
C -1.13190 -5.41594 -2.37339
H 0.53722 2.63803 5.38201
H -2.70603 1.05918 -0.62350
H 2.04521 1.85268 4.90304
H -2.11338 5.94757 -0.62841
H -2.40238 0.30391 5.91464
H 1.67495 1.39067 1.25940
H -1.75210 -0.91592 0.21082
H -2.69769 -3.56033 5.67768
H -2.29423 -1.81472 -3.11281
H 1.90963 4.27648 -6.05847
H 3.74161 5.00428 -4.56340
H -1.51788 3.68714 4.78408
H 6.20103 1.21374 -3.83510
H 1.48736 -0.68178 6.56418
H 0.58412 -1.55338 5.32093
H 0.85189 -4.67252 -2.66109
H -4.02255 4.94058 0.58375
H -1.08536 -3.22555 0.25395
H -1.51079 -4.22687 1.65458
H -3.96581 -3.58839 -2.62780
H -3.13905 -4.21675 4.08789
H -0.98483 -5.32940 3.80603
H 2.86319 0.27576 3.10208
H 2.39706 1.49623 -0.25191
H 0.49387 -4.34106 3.83076
H 1.86097 2.98744 -1.30404
H 5.67147 -1.76302 -0.38226
H -0.56249 4.53511 -1.89210
H 4.13151 0.92092 -5.18787
H -3.41393 -1.15628 0.77570
H -3.53806 1.63010 5.61700
H -0.33131 -4.75096 5.34777
H -3.43751 1.47324 -2.90887
H 4.47177 -1.48333 3.71525
H -3.18233 -2.46939 4.36624
H -0.82603 -6.43528 -2.17467
H 6.16118 0.65405 -1.42607
H -2.78339 -3.61236 0.58940
H 1.35397 -2.39888 -3.53858
H -2.32002 -0.09830 1.68917
H 5.91183 -2.51135 1.96528
H 2.08262 0.13002 -4.11991
H -1.28026 3.16820 3.09493
H 0.09854 2.86470 -5.20335
H -0.01969 -1.34564 -3.94972
H 1.48685 1.75970 6.58917
H -3.86175 -0.31405 -6.76294
H -4.86196 0.60779 -4.69098
H -1.39371 -0.33344 -7.01237
H -4.30191 2.47223 0.57958
H -2.01595 1.93932 6.48074
H 3.68104 4.36777 -2.16247
H -2.91300 3.31826 3.75567
H 2.08021 -0.72117 4.88498
H 0.03353 0.49966 -5.21986
```

Properties
E_LUMO = 2.2 eV
maximum force = 0.0089 hartree/bohr
2S+1 = 1
HOMO-LUMO gap = 6.039 eV
total charge = -1
DFT total energy = -3512.4285 Ha
ΔE to the lowest compared entry with this formula, charge and spin = 1.4 kcal per mole

=====

(3)
A structure of composition C4H4HgO5, computed with ωB97M-V/def2-TZVPD.

XYZ file:
```
14
C4H4HgO5, DFT ωB97M-V/def2-TZVPD
Hg -1.50421 -0.79611 -4.62709
O 0.25768 -1.82015 -5.15179
O -2.25522 -1.58468 -3.10168
O -1.14078 -0.89202 -1.24456
O -1.12846 0.31789 -3.13924
O -3.13232 0.33703 -1.48044
C -1.79659 -0.54842 -2.40783
C 1.23444 -2.34577 -5.38622
C -3.34102 -0.53403 -0.42336
C -2.03690 -1.32902 -0.22435
H -1.56195 -1.10896 0.74120
H -3.60053 0.01158 0.50491
H -4.13307 -1.27479 -0.66816
H -2.21472 -2.40693 -0.34880
```

Properties
E_LUMO = -2.2 eV
maximum force = 0.1968 hartree/bohr
2S+1 = 1
HOMO-LUMO gap = 5.969 eV
DFT total energy = -684.1792 Ha
ΔE to the lowest compared entry with this formula, charge and spin = 117.2 kcal per mole

=====

(4)
A structure of composition C5H6S3, computed with ωB97M-V/def2-TZVPD.

XYZ file:
```
14
C5H6S3, DFT ωB97M-V/def2-TZVPD
S -2.73244 -0.89019 -0.27494
S 0.14815 1.68898 -0.46299
S 2.72188 -0.62318 -0.19518
C 0.01827 -0.05582 -0.76796
C 0.92276 -0.75147 0.25982
C 0.36253 -0.10165 1.56927
C -1.36511 -0.06958 -0.08290
C -0.83764 0.90088 1.01603
H -0.02104 -0.78815 2.31090
H 0.11887 -0.02230 -1.94359
H 2.51408 -1.62379 -1.06440
H 0.90648 -1.84669 0.08808
H 1.20979 0.46559 2.03898
H -1.53441 1.47129 1.53429
```

Properties
E_LUMO = -0.2 eV
maximum force = 0.0993 hartree/bohr
2S+1 = 1
HOMO-LUMO gap = 8.608 eV
DFT total energy = -1388.5849 Ha
ΔE to the lowest compared entry with this formula, charge and spin = 57.0 kcal per mole

=====

Question: What is the HOMO-LUMO gap in the fourth record?
Answer: 8.608 eV